Molecular formula: C5H9NO
Method: DFT, ωB97M-V with the def2-TZVPD basis set

Output
- Total energy: -8868.2447 eV
- HOMO energy: -9.77 eV
- Total charge: 0
- Gap between HOMO and LUMO: 10.62 eV

Last column: Mulliken charge in e.
CARTESIAN COORDINATES (ANGSTROEM)
C (0.8098, -0.1774, 1.0943)  -0.609
C (0.1765, 0.9619, 0.3132)  -0.587
C (-1.1346, 0.6008, -0.3665)  0.032
C (-1.9934, 1.5334, -0.7601)  -0.801
C (0.8959, -1.5707, 0.4954)  0.403
N (1.0992, -1.6695, -0.8404)  -0.343
O (0.7267, -2.5417, 1.2060)  -0.621
H (1.8021, 0.1191, 1.4677)  0.329
H (0.3354, -0.3279, 2.0672)  0.319
H (0.8253, 1.3112, -0.4968)  0.233
H (-0.0143, 1.8093, 0.9716)  0.420
H (-1.3384, -0.4252, -0.6559)  0.279
H (-2.8710, 1.3234, -1.3583)  0.271
H (-1.8193, 2.5677, -0.4703)  0.254
H (1.4900, -0.9359, -1.4048)  0.206
H (1.0101, -2.5786, -1.2624)  0.215